Record 1
DFT (the ωB97M-V functional and the def2-TZVPD basis) results for the molecule C4H6FN.

Last column: Mulliken charge in e.
Element x y z (Å)
C -2.626 0.272 -0.260  -0.25
N -1.501 0.458 0.266  -0.40
C -0.352 -0.121 -0.083  0.19
F -0.455 -1.304 -0.730  -0.27
C 0.779 0.350 0.406  -0.02
C 2.205 -0.160 0.096  -1.17
H -3.541 0.625 0.076  0.29
H -2.828 -0.455 -1.109  0.18
H 0.676 1.133 1.078  0.42
H 2.316 -0.986 0.742  0.29
H 2.891 0.536 0.411  0.37
H 2.437 -0.349 -0.894  0.36

As for the highest occupied orbital energy: -9.0 eV. For the energy above the lowest of the compared OMol25 structures with the same formula, charge and spin, the calculation gives 1.3902 eV. The net charge is 0. Its structure (SMILES) is C=N/C(F)=C/C. Its LUMO energy is 0.72 eV.

***

Record 2
DFT (the ωB97M-V functional and the def2-TZVPD basis) results for the molecule C5H5Cl.

Last column: Mulliken charge in e.
Element x y z (Å)
C -2.737 -0.204 0.191  -0.24
C -1.630 -0.695 -0.175  -0.43
C -0.144 -1.142 -0.029  -0.31
C 0.833 -0.289 -0.028  0.62
C 2.288 -0.693 0.051  -0.94
Cl 0.245 1.345 -0.018  -0.18
H -3.726 -0.011 0.000  0.36
H -0.208 -2.205 -0.222  0.29
H 2.388 -1.786 0.099  0.32
H 3.070 -0.211 -0.776  0.26
H 2.646 -0.519 1.143  0.25

As for the highest occupied orbital energy: -9.3 eV. For the energy above the lowest of the compared OMol25 structures with the same formula, charge and spin, the calculation gives 3.0418 eV. The net charge is 0. Its structure (SMILES) is C#C/C=C(/C)Cl. Its LUMO energy is 0.66 eV.

***

Record 3
DFT (the ωB97M-V functional and the def2-TZVPD basis) results for C31H32AlN4O2SSi as an isolated structure.

Last column: Mulliken charge in e.
Element x y z (Å)
Al 0.090 0.062 0.191  0.10
C 1.001 -0.936 3.512  -1.41
C 1.272 0.297 2.690  0.60
C 0.249 1.226 2.478  -0.41
C 0.511 2.464 1.858  0.51
C -0.599 3.472 1.719  -1.48
C 1.801 2.750 1.436  -0.18
C 2.835 1.831 1.602  0.23
C 4.237 2.179 1.176  -1.61
C 2.553 0.614 2.221  -0.41
H 0.844 -0.656 4.555  0.46
H 1.833 -1.637 3.484  0.36
H 0.099 -1.454 3.178  0.16
H -0.733 1.064 2.907  0.46
H -0.961 3.765 2.706  0.42
H -1.449 3.055 1.174  0.29
H -0.259 4.361 1.191  0.36
H 2.003 3.707 0.970  0.38
H 4.735 2.753 1.960  0.39
H 4.232 2.794 0.277  0.26
H 4.836 1.288 0.988  0.40
H 3.370 -0.072 2.420  0.71
N -5.504 -5.009 2.861  -0.46
C -4.747 -4.099 2.189  1.19
C -4.833 -3.999 0.788  -0.91
C -4.081 -3.075 0.106  -0.69
C -3.215 -2.235 0.814  -0.12
C -3.115 -2.321 2.201  -0.18
C -3.876 -3.245 2.882  -0.93
S -2.314 -1.087 -0.084  1.16
O -1.606 -0.245 0.980  -0.27
O -3.139 -0.357 -0.991  -0.65
N -1.054 -1.673 -0.847  -0.37
C -0.197 -2.487 -0.122  0.14
N -0.433 -3.769 0.114  -0.41
C 0.534 -4.430 0.739  -0.44
C 1.740 -3.840 1.119  -0.67
C 1.868 -2.496 0.899  -0.14
N 0.893 -1.798 0.297  0.68
H -6.139 -5.614 2.376  0.19
H -5.467 -5.078 3.860  0.19
H -5.508 -4.651 0.247  0.31
H -4.162 -2.999 -0.972  0.48
H -2.458 -1.654 2.742  0.42
H -3.813 -3.307 3.961  0.32
H 0.341 -5.476 0.949  0.46
H 2.532 -4.410 1.582  0.43
H 2.760 -1.951 1.174  0.60
C 2.412 5.452 -1.940  -0.53
C 1.042 5.510 -1.738  -0.66
C 0.296 4.336 -1.671  -0.33
C 0.910 3.089 -1.794  0.40
C 2.293 3.054 -2.016  -0.29
C 3.040 4.219 -2.089  -0.64
Si -0.113 1.541 -1.738  0.29
C 0.162 0.493 -3.225  0.62
C 1.377 -0.167 -3.438  0.12
C 1.591 -0.908 -4.591  -0.93
C 0.583 -1.008 -5.542  -0.43
C -0.634 -0.376 -5.337  -0.70
C -0.846 0.369 -4.183  -0.37
H 2.991 6.365 -1.998  0.41
H 0.548 6.470 -1.645  0.43
H -0.777 4.397 -1.520  0.46
H 2.798 2.101 -2.148  0.24
H 4.108 4.171 -2.267  0.49
H -1.523 1.976 -1.684  -0.31
H 2.171 -0.107 -2.699  0.22
H 2.539 -1.408 -4.748  0.42
H 0.747 -1.583 -6.445  0.39
H -1.422 -0.462 -6.074  0.41
H -1.803 0.855 -4.028  0.37

As for the highest occupied orbital energy: -10.8 eV. For the energy above the lowest of the compared OMol25 structures with the same formula, charge and spin, the calculation gives 0.0000 eV. The net charge is +1. Its LUMO energy is -3.15 eV.

***

Record 4
DFT (the ωB97M-V functional and the def2-TZVPD basis) results for an isolated ion of composition C4H6N3O3 and charge +1.

Last column: Mulliken charge in e.
Element x y z (Å)
N -0.774 -2.356 0.558  -0.18
N -1.022 -1.411 -0.158  0.34
O -2.200 -0.858 -0.073  -0.24
C -2.259 0.602 -0.289  0.18
O -3.272 1.132 -0.566  -0.33
C -0.911 1.259 -0.043  0.26
N 0.134 0.700 0.332  -0.25
C 1.528 0.995 0.410  -0.49
C 2.228 0.228 -0.747  0.04
O 2.055 -0.885 -1.126  -0.42
H -1.470 -2.827 1.212  0.31
H 0.233 -2.479 0.397  0.33
H -1.029 2.320 -0.291  0.40
H 1.831 2.045 0.270  0.39
H 2.010 0.639 1.320  0.28
H 2.917 0.896 -1.207  0.37

As for the highest occupied orbital energy: -14.0 eV. For the energy above the lowest of the compared OMol25 structures with the same formula, charge and spin, the calculation gives 6.3427 eV. The net charge is +1. Its structure (SMILES) is [NH2+]=NOC(=O)/C=N/CC=O. Its LUMO energy is -5.49 eV.

***

Record 5
DFT (the ωB97M-V functional and the def2-TZVPD basis) results for the molecule C21H27ClN4OS.

Last column: Mulliken charge in e.
Element x y z (Å)
C -1.625 1.091 3.646  -1.39
C -2.373 0.605 2.441  0.75
C -3.742 0.396 2.492  -0.79
C -4.454 -0.066 1.398  -0.69
C -3.771 -0.313 0.220  0.02
Cl -4.629 -0.868 -1.175  -0.24
C -2.409 -0.107 0.130  -0.01
C -1.699 0.339 1.241  0.28
N -0.335 0.595 1.135  0.30
C 0.552 -0.147 0.402  0.28
S 0.265 -1.733 0.035  -0.33
N 1.698 0.488 0.044  0.37
C 2.762 -0.218 -0.632  -1.06
C 3.112 0.366 -2.005  -1.00
C 1.879 0.553 -2.893  -1.11
N 1.078 -0.648 -2.986  0.74
C -0.273 -0.385 -3.445  -0.92
C -1.084 -1.680 -3.383  -0.41
O -0.502 -2.679 -4.186  -0.48
C 0.809 -2.937 -3.744  -0.66
C 1.675 -1.679 -3.815  -0.56
C 1.951 1.865 0.428  -1.64
C 2.476 1.941 1.842  0.53
C 3.839 1.971 2.114  -0.45
C 4.256 1.988 3.435  -0.52
C 3.300 1.977 4.439  -0.70
C 1.965 1.946 4.069  -0.25
N 1.564 1.927 2.810  -0.31
H -1.204 2.081 3.471  0.32
H -2.290 1.149 4.504  0.40
H -0.808 0.411 3.886  0.29
H -4.268 0.591 3.415  0.36
H -5.517 -0.230 1.459  0.43
H -1.894 -0.299 -0.797  0.11
H 0.066 1.214 1.840  0.29
H 2.413 -1.243 -0.768  0.50
H 3.657 -0.227 0.002  0.31
H 3.610 1.334 -1.909  0.47
H 3.821 -0.312 -2.479  0.51
H 1.248 1.331 -2.454  0.44
H 2.206 0.911 -3.888  0.41
H -0.731 0.365 -2.795  0.48
H -0.282 -0.003 -4.483  0.31
H -2.096 -1.523 -3.762  0.38
H -1.127 -2.027 -2.341  0.23
H 1.208 -3.719 -4.393  0.38
H 0.787 -3.292 -2.703  0.28
H 2.673 -1.914 -3.444  0.28
H 1.754 -1.349 -4.868  0.31
H 2.688 2.281 -0.259  0.67
H 1.027 2.444 0.343  0.50
H 4.556 1.986 1.308  0.41
H 5.308 2.010 3.677  0.42
H 3.582 1.991 5.479  0.38
H 1.177 1.936 4.810  0.40

As for the highest occupied orbital energy: -7.6 eV. For the energy above the lowest of the compared OMol25 structures with the same formula, charge and spin, the calculation gives 0.1217 eV. The net charge is 0. Its structure (SMILES) is Cc1ccc(Cl)cc1NC(=S)N(CCCN1CCOCC1)Cc1ccccn1. Its LUMO energy is 0.39 eV.

***

Record 6
DFT (the ωB97M-V functional and the def2-TZVPD basis) results for a 3-piece molecular cluster, C44H90ClN5O2P overall.

Last column: Mulliken charge in e.
Element x y z (Å)
C 9.801 -1.248 0.713  -1.16
C 9.574 -1.244 2.237  -0.47
C 9.172 0.185 2.695  -0.57
C 7.635 0.295 2.648  -0.74
C 7.099 1.666 3.130  -0.61
C 6.187 2.345 2.102  -0.84
C 5.122 3.291 2.719  -0.98
C 3.674 2.767 2.562  -0.75
C 2.911 3.393 1.371  -0.52
C 1.762 4.314 1.777  -0.93
C 0.552 3.573 2.363  -0.80
C -0.522 3.201 1.303  0.24
C -1.856 3.885 1.552  -0.97
C -2.963 3.387 0.601  -1.16
C -3.931 2.367 1.244  -1.09
C -5.354 2.915 1.498  0.17
C -5.565 2.867 3.046  -1.38
N -6.455 1.715 3.117  0.41
C -6.387 0.763 4.242  -1.45
C -5.965 -0.675 3.835  -0.33
C -7.039 -1.698 4.288  -0.92
C -7.150 -2.932 3.373  -0.89
C -5.792 -3.515 2.896  -0.29
C -5.808 -3.643 1.357  -1.22
C -6.996 1.364 1.990  0.14
N -7.895 0.409 1.890  -0.07
Cl -8.533 -0.087 0.417  0.00
N -6.459 2.124 0.958  0.06
P -7.687 3.201 0.213  0.08
C -8.136 2.664 -1.483  -0.94
C -9.221 3.234 1.237  -1.01
H 10.221 -2.188 0.357  0.36
H 8.837 -1.087 0.225  0.27
H 10.456 -0.424 0.423  0.31
H 8.715 -1.894 2.412  0.29
H 10.445 -1.613 2.776  0.36
H 9.526 0.398 3.707  0.36
H 9.589 0.906 1.990  0.30
H 7.192 -0.542 3.190  0.33
H 7.356 0.169 1.596  0.23
H 6.526 1.514 4.050  0.39
H 7.961 2.276 3.409  0.37
H 6.830 2.896 1.408  0.31
H 5.661 1.607 1.490  0.48
H 5.341 3.351 3.788  0.45
H 5.239 4.295 2.306  0.50
H 3.155 2.855 3.520  0.51
H 3.771 1.695 2.368  0.28
H 3.642 3.959 0.787  0.57
H 2.569 2.584 0.718  0.09
H 1.450 4.893 0.901  0.38
H 2.147 5.036 2.504  0.40
H 0.075 4.262 3.072  0.40
H 0.870 2.709 2.950  0.38
H -0.617 2.104 1.346  -0.40
H -0.098 3.466 0.333  0.40
H -2.106 3.829 2.618  0.53
H -1.710 4.950 1.341  0.29
H -2.471 2.891 -0.239  0.48
H -3.476 4.257 0.186  0.56
H -3.446 1.975 2.139  0.53
H -4.025 1.522 0.552  0.40
H -5.391 3.980 1.299  0.73
H -4.679 2.859 3.669  0.57
H -6.145 3.733 3.396  0.36
H -5.626 1.141 4.922  0.39
H -7.307 0.767 4.832  0.36
H -5.066 -0.931 4.393  0.72
H -5.709 -0.777 2.779  0.52
H -6.840 -2.037 5.304  0.45
H -8.033 -1.228 4.331  0.46
H -7.638 -3.712 3.962  0.31
H -7.799 -2.759 2.511  0.33
H -5.714 -4.536 3.273  0.60
H -4.918 -2.977 3.266  0.10
H -6.201 -2.710 0.939  0.20
H -4.833 -3.874 0.933  0.39
H -6.532 -4.408 1.074  0.44
H -8.183 -0.072 2.735  0.23
H -9.036 3.228 -1.745  0.38
H -7.379 2.918 -2.222  0.32
H -8.388 1.610 -1.605  0.26
H -9.914 3.901 0.722  0.48
H -9.739 2.277 1.351  0.30
H -9.030 3.662 2.219  0.30
C -0.465 -2.477 -1.861  -1.52
C 0.274 -1.862 -0.645  1.85
C 1.085 -2.921 0.119  -1.39
C 0.267 -3.810 1.050  -0.56
C -0.595 -2.956 1.975  -1.36
C -1.485 -1.981 1.202  2.30
N -0.705 -1.148 0.233  0.50
O -0.067 -0.241 0.903  -0.55
C -2.591 -2.795 0.496  -2.13
C -2.252 -1.097 2.188  -2.22
C 1.287 -0.915 -1.289  -2.01
H -1.506 -2.728 -1.680  0.31
H -0.493 -1.774 -2.695  0.42
H 0.031 -3.383 -2.211  0.29
H 1.844 -2.416 0.726  0.40
H 1.635 -3.541 -0.591  0.42
H -0.344 -4.507 0.471  0.28
H 0.942 -4.424 1.649  0.45
H -1.215 -3.606 2.598  0.33
H 0.057 -2.404 2.660  0.44
H -3.193 -2.160 -0.157  0.61
H -3.262 -3.237 1.235  -0.13
H -2.212 -3.632 -0.087  0.53
H -1.589 -0.546 2.855  0.61
H -2.897 -1.712 2.818  0.51
H -2.884 -0.379 1.659  0.16
H 0.794 -0.086 -1.799  0.52
H 1.875 -1.456 -2.031  0.27
H 1.991 -0.497 -0.569  0.34
C 4.391 -3.444 -5.914  -1.67
C 3.232 -2.415 -5.866  1.95
C 2.650 -2.154 -7.264  -1.42
C 3.470 -1.210 -8.136  -0.53
C 3.775 0.080 -7.379  -1.19
C 4.458 -0.182 -6.036  1.74
N 3.697 -1.162 -5.198  0.47
O 2.664 -0.557 -4.702  -0.56
C 5.897 -0.665 -6.313  -1.96
C 4.649 1.141 -5.292  -1.92
C 2.145 -3.138 -5.067  -2.10
H 5.383 -3.006 -5.932  0.35
H 4.386 -4.077 -5.025  0.43
H 4.308 -4.097 -6.784  0.32
H 1.650 -1.719 -7.157  0.38
H 2.508 -3.103 -7.784  0.43
H 4.390 -1.700 -8.467  0.28
H 2.909 -0.975 -9.043  0.40
H 4.408 0.723 -7.994  0.40
H 2.840 0.629 -7.223  0.36
H 6.396 -0.968 -5.391  0.41
H 6.485 0.142 -6.753  0.44
H 5.954 -1.485 -7.026  0.42
H 3.709 1.669 -5.135  0.36
H 5.292 1.804 -5.869  0.43
H 5.119 0.979 -4.320  0.45
H 2.452 -3.302 -4.032  0.52
H 1.954 -4.113 -5.517  0.43
H 1.199 -2.596 -5.059  0.41

As for the expectation value of S²: 2.01. As for the highest occupied orbital energy (alpha / beta): -9.8 / -10.6 eV. The net charge is +1. Its multiplicity is 3. Its LUMO energy (alpha / beta) is -2.75 / -2.75 eV.